*P*
DFT (ωB97M-V/def2-TZVPD) results for a single C18H17ClN4O3S molecule.

Values from the calculation:
SMILES string: CSCC[C@H](NC(=O)c1cc([N+](=O)[O-])ccc1Cl)c1nc2ccccc2[nH]1
2S+1: 1
total charge: 0
HOMO energy: -8.7106 eV

Each line ends with the natural charge from an NBO analysis.
Atoms and positions in Å:
C -4.44578 -3.35127 -0.23313  -0.7303
S -2.79359 -2.89985 -0.83007  0.1515
C -2.04572 -2.47819 0.78895  -0.5166
C -0.57199 -2.13041 0.66509  -0.4028
C -0.29388 -1.00393 -0.35074  -0.1027
N 1.08347 -0.57599 -0.23392  -0.6054
C 1.97256 -0.71687 -1.23941  0.6753
O 1.74268 -1.30570 -2.27177  -0.5971
C 3.31836 -0.11974 -0.92372  -0.1799
C 3.95222 -0.43852 0.26633  -0.1048
C 5.22341 0.05491 0.52908  -0.0130
N 5.87139 -0.29081 1.76964  0.5297
O 5.24997 -0.97442 2.55477  -0.3761
O 6.99454 0.12541 1.95142  -0.3720
C 5.87768 0.87522 -0.38440  -0.1570
C 5.24916 1.20261 -1.56700  -0.2291
C 3.97761 0.70474 -1.84102  0.0248
Cl 3.20945 1.13637 -3.30787  0.0640
C -1.17972 0.17725 -0.12126  0.3913
N -0.88739 1.16161 0.68001  -0.4955
C -1.95373 2.02523 0.60999  0.0807
C -2.17960 3.23527 1.25556  -0.2031
C -3.36459 3.88844 0.98989  -0.2272
C -4.31178 3.36515 0.10697  -0.2119
C -4.10799 2.16597 -0.54565  -0.2575
C -2.91920 1.50496 -0.28504  0.1511
N -2.38795 0.32397 -0.73724  -0.5576
H -5.03762 -3.60743 -1.10535  0.2339
H -4.88957 -2.50548 0.28552  0.2156
H -4.37037 -4.20921 0.42928  0.2178
H -2.61083 -1.64014 1.20140  0.2134
H -2.17174 -3.34809 1.43488  0.2248
H -0.00630 -3.01089 0.35702  0.2240
H -0.21300 -1.80975 1.64613  0.2216
H -0.43688 -1.39076 -1.36662  0.2535
H 1.26495 0.05583 0.53248  0.4246
H 3.47839 -1.08499 0.99024  0.2484
H 6.86559 1.24227 -0.15167  0.2547
H 5.73352 1.84104 -2.28792  0.2381
H -1.44817 3.63831 1.93728  0.2230
H -3.57118 4.83094 1.47480  0.2136
H -5.22487 3.91412 -0.06854  0.2138
H -4.83884 1.76159 -1.22980  0.2150
H -2.80263 -0.33875 -1.37456  0.4354

*Q*
DFT (ωB97M-V/def2-TZVPD) results for a single C18H17ClN4O3S molecule.

Values from the calculation:
SMILES string: O=C(CSc1nc2ccc(Cl)cc2[nH]1)N1CCN(C(=O)c2ccco2)CC1
2S+1: 1
total charge: 0
HOMO energy: -7.8411 eV

Each line ends with the natural charge from an NBO analysis.
Atoms and positions in Å:
O 1.09888 -0.10204 2.36880  -0.6611
C 1.90903 -0.68117 1.65492  0.6818
C 1.86845 -2.19446 1.57270  -0.6326
S 1.23070 -2.85102 -0.02185  0.3083
C -0.42406 -2.31368 -0.01495  0.2349
N -1.28502 -2.77638 -0.87068  -0.4622
C -2.44317 -2.09090 -0.62039  0.0761
C -3.68238 -2.14580 -1.24656  -0.1890
C -4.67677 -1.30700 -0.78712  -0.2590
C -4.44634 -0.43750 0.28014  -0.0382
Cl -5.73144 0.60194 0.79689  -0.0126
C -3.23224 -0.36411 0.93616  -0.2849
C -2.23711 -1.19886 0.46119  0.1790
N -0.93106 -1.37165 0.83803  -0.5900
N 2.86454 -0.01894 0.97973  -0.4206
C 2.84978 1.43441 1.01313  -0.2434
C 2.64455 1.96604 -0.42210  -0.2367
N 2.04037 0.93099 -1.22112  -0.4256
C 0.70436 0.69567 -1.38400  0.6340
O 0.31679 -0.27580 -2.01248  -0.6109
C -0.29025 1.61861 -0.82258  0.1287
C -1.63493 1.59896 -1.10608  -0.2099
C -2.23165 2.56988 -0.27736  -0.3170
C -1.21746 3.10473 0.45848  0.1117
O -0.04332 2.54390 0.13865  -0.4080
C 2.95167 -0.16990 -1.45501  -0.2453
C 3.64410 -0.54407 -0.11795  -0.2321
H 2.85954 -2.63177 1.68198  0.2496
H 1.22436 -2.56113 2.37299  0.2566
H -3.85040 -2.81779 -2.07151  0.2280
H -5.64954 -1.31290 -1.25362  0.2260
H -3.07027 0.31357 1.75900  0.2326
H -0.45160 -0.86454 1.57194  0.4508
H 2.02715 1.73708 1.66274  0.2555
H 3.79252 1.79608 1.43423  0.1986
H 3.60832 2.20764 -0.88234  0.1957
H 2.03277 2.86465 -0.41813  0.2437
H -2.11246 0.95865 -1.81821  0.2536
H -3.26976 2.82485 -0.22843  0.2414
H -1.20295 3.86273 1.21722  0.2064
H 2.35978 -1.00222 -1.84145  0.2655
H 3.69760 0.11566 -2.20262  0.1968
H 4.63759 -0.08884 -0.05892  0.2011
H 3.75132 -1.62358 -0.04345  0.2224

Each structure's energy above the most stable one, in kJ/mol: *P* 189.7; *Q* 0.0.

*P*
DFT (ωB97M-V/def2-TZVPD) results for a gas-phase ion, C5H8N3O2 (charge +1).

Values from the calculation:
SMILES string: C/[N+](O)=C/[C@H]1N[C@H]1C#[N+][O-]
2S+1: 1
total charge: +1
HOMO energy: -13.3606 eV

Each line ends with the natural charge from an NBO analysis.
Atoms and positions in Å:
C 2.22425 -1.58832 -0.29718  -0.4859
N 1.38882 -0.56952 0.16357  0.0315
O 1.98253 0.23717 1.09540  -0.4956
C 0.35148 -0.08610 -0.46955  0.2011
C -0.15180 1.15807 -0.07568  -0.1869
N -1.09217 1.96377 -0.84475  -0.4743
C -1.67754 1.45537 0.26870  -0.0304
C -2.59791 0.39564 0.24948  0.0627
N -3.15327 -0.61556 0.34648  0.2824
O -3.70321 -1.64634 0.42286  -0.3190
H 1.70516 -2.33126 -0.89725  0.2539
H 2.86719 -2.20455 0.50446  0.2788
H 3.13285 -1.26056 -0.84143  0.2601
H 1.40542 0.43004 1.82568  0.5017
H 0.00201 -0.69087 -1.25470  0.2434
H 0.49789 1.71824 0.40861  0.2359
H -1.26145 1.49169 -1.68646  0.3760
H -1.92025 2.14308 1.08176  0.2642

*Q*
DFT (ωB97M-V/def2-TZVPD) results for a gas-phase ion, C5H8N3O2 (charge +1).

Values from the calculation:
SMILES string: C=NN(C=O)C[NH+]=C=CO
2S+1: 1
total charge: +1
HOMO energy: -13.5894 eV

Each line ends with the natural charge from an NBO analysis.
Atoms and positions in Å:
C -2.26494 1.62990 0.38529  -0.0891
N -1.52612 0.98802 -0.42884  -0.2457
N -1.21659 -0.27449 -0.02379  -0.3044
C -0.98466 -0.64516 1.25376  0.4983
O -0.56038 -1.75874 1.52792  -0.5687
C -0.56670 -1.12548 -1.07813  -0.0697
N 0.88257 -0.89059 -1.25498  -0.4294
C 1.68362 -0.34628 -0.42055  0.3171
C 2.59217 0.15540 0.47472  0.1905
O 3.02827 1.37537 0.43069  -0.5908
H -2.63003 1.28641 1.34344  0.1901
H -2.51015 2.63132 -0.05252  0.2211
H -0.98178 0.12155 2.00319  0.1554
H -0.71771 -2.23382 -0.86150  0.2741
H -1.02492 -0.95278 -2.01233  0.2385
H 1.19302 -1.36837 -2.09075  0.4384
H 2.97366 -0.55111 1.10826  0.2502
H 2.63068 1.95885 -0.30386  0.5242

*R*
DFT (ωB97M-V/def2-TZVPD) results for 2 unconnected molecules or ions with the total composition C5H8N3O2.

Values from the calculation:
2S+1: 1
total charge: +1
HOMO energy: -14.6635 eV

Each line ends with the natural charge from an NBO analysis.
Atoms and positions in Å:
C 0.55808 1.47085 0.72134  0.2707
C 0.74425 0.12155 0.41796  -0.1522
C -1.29913 -0.39075 -1.38445  0.3014
C 0.87002 -0.25718 -0.83517  -0.2888
C 0.66847 -0.79650 1.61400  -0.6500
N -1.67121 0.67960 -1.70181  -0.2574
N -1.38413 -1.81416 -1.03192  0.4969
N 0.01387 2.36914 0.04210  -0.5898
O -1.44693 -2.55624 -1.97007  -0.2474
O -1.48100 -1.99159 0.13265  -0.2881
H 0.65235 1.82777 1.77670  0.2308
H 1.13016 0.57732 -1.57993  0.2365
H 0.97840 -1.40924 -1.20678  0.2800
H -0.39725 -1.25996 1.56012  0.2752
H 0.77768 -0.31693 2.51827  0.2321
H 1.37259 -1.74394 1.51826  0.2580
H 0.03673 3.30324 0.40445  0.4435
H -0.12296 2.18703 -0.99572  0.4486

Each structure's energy above the most stable one, in kJ/mol: *P* 290.5; *Q* 0.0; *R* 276.7.

*P*
DFT (ωB97M-V/def2-TZVPD) results for a single C5H10Si molecule.

Values from the calculation:
2S+1: 1
total charge: 0
HOMO energy (alpha / beta): -8.0612 / -7.9977 eV

Each line ends with the natural charge from an NBO analysis.
Atoms and positions in Å:
C -0.17336 -0.17296 2.10578  -0.3150
C -0.22218 -1.25766 2.80657  -0.4794
C -0.17645 -1.28600 -1.33265  -0.2828
C -0.13927 0.11911 -1.72944  -0.4878
C 0.68636 1.00328 -0.76322  -0.8058
Si -0.14323 1.23601 0.95533  1.0615
H -0.42129 -1.25050 3.87659  0.2100
H -0.06053 -2.25709 2.40433  0.2113
H 0.72245 -1.87273 -1.39395  0.1674
H -1.06199 -1.73586 -0.92717  0.1765
H 0.35223 0.19901 -2.70798  0.2154
H -1.14755 0.53285 -1.81047  0.2070
H 1.67934 0.56597 -0.63304  0.2263
H 0.85665 1.97466 -1.23316  0.2313
H -1.54043 1.61193 0.71227  -0.1680
H 0.62834 2.32118 1.58706  -0.1679

*Q*
DFT (ωB97M-V/def2-TZVPD) results for a single C5H10Si molecule.

Values from the calculation:
SMILES string: C#CCCC[SiH3]
2S+1: 1
total charge: 0
HOMO energy: -9.8323 eV

Each line ends with the natural charge from an NBO analysis.
Atoms and positions in Å:
C -3.51041 -0.41681 0.19452  -0.2600
C -2.30700 -0.30864 0.00910  0.0085
C -0.94214 -0.16396 -0.41067  -0.4913
C -0.25452 0.90716 0.39365  -0.3873
C 1.21787 0.88057 -0.06144  -0.8359
Si 2.20959 -0.71539 0.15756  0.8994
H -4.43897 -0.69438 0.61372  0.2334
H -0.68638 -1.24328 -0.25986  0.2407
H -0.73648 0.10374 -1.40015  0.2312
H -0.84665 1.77129 0.20408  0.2189
H -0.22818 0.56515 1.37721  0.2057
H 1.24441 0.97419 -1.26074  0.2242
H 1.86575 1.82444 0.26088  0.2420
H 2.05736 -1.65921 1.23173  -0.1635
H 3.59320 -0.47950 -0.06645  -0.1676
H 1.76256 -1.34538 -0.98313  -0.1986

Each structure's energy above the most stable one, in kJ/mol: *P* 83.7; *Q* 0.0.

*P*
DFT (ωB97M-V/def2-TZVPD) results for 2 unconnected molecules or ions with the total composition C14H20N2O4S.

Values from the calculation:
SMILES string: Cc1ccc(S(=O)(=O)N=C=O)cc1.COC[C@@H]1CCCN1
2S+1: 1
total charge: 0
HOMO energy: -7.7518 eV

Each line ends with the natural charge from an NBO analysis.
Atoms and positions in Å:
C 3.02623 3.37714 -2.23579  -0.6375
C 2.18667 2.53351 -1.31546  0.0116
C 1.23726 3.14214 -0.49047  -0.1667
C 0.40462 2.38352 0.32781  -0.1630
C 0.53269 0.99298 0.31819  -0.3673
S -0.58165 0.00879 1.29743  2.2722
O -1.79236 0.73491 1.55045  -0.8736
O -0.57998 -1.34772 0.82585  -0.8810
N 0.33558 -0.00001 2.92772  -0.7953
C 0.14093 -0.82956 3.79335  0.8728
O -0.03836 -1.62464 4.65908  -0.5046
C 1.51163 0.36381 -0.45541  -0.1445
C 2.33312 1.14368 -1.26593  -0.2201
H 3.71476 2.74929 -2.81094  0.2203
H 2.39384 3.93266 -2.94245  0.2299
H 3.61344 4.11602 -1.67353  0.2292
H 1.15127 4.22911 -0.49736  0.2136
H -0.32820 2.86313 0.97454  0.2448
H 1.63385 -0.71728 -0.41581  0.2468
H 3.10328 0.67323 -1.87808  0.2221
C 3.10015 0.82529 6.91018  -0.2485
O 2.64736 -0.49504 6.60500  -0.5453
C 3.69114 -1.43788 6.62480  -0.0556
C 3.09457 -2.81010 6.31959  -0.0572
C 4.13724 -3.93595 6.35819  -0.4029
C 3.69565 -4.90767 5.24858  -0.4087
C 2.82984 -4.06217 4.29078  -0.2034
N 2.58832 -2.83461 4.98905  -0.6649
H 2.20876 1.45858 6.89448  0.1927
H 3.57253 0.89998 7.90785  0.1664
H 3.82487 1.20026 6.16532  0.1667
H 4.44291 -1.20919 5.84143  0.1647
H 4.18828 -1.49268 7.61781  0.1562
H 2.29648 -3.00538 7.06786  0.1662
H 5.11465 -3.50299 6.11973  0.1970
H 4.19306 -4.39237 7.34972  0.2138
H 4.54475 -5.37124 4.74191  0.2100
H 3.07878 -5.69740 5.68738  0.2018
H 3.38342 -3.86791 3.35794  0.1665
H 1.89896 -4.57786 4.00491  0.1759
H 1.74645 -2.30290 4.78515  0.3987

*Q*
DFT (ωB97M-V/def2-TZVPD) results for a single C14H20N2O4S molecule.

Values from the calculation:
SMILES string: Cc1cccc(OCC(=O)N2CCN(S(C)(=O)=O)CC2)c1
2S+1: 1
total charge: 0
HOMO energy: -8.5553 eV

Each line ends with the natural charge from an NBO analysis.
Atoms and positions in Å:
C -0.42804 -2.08807 -2.47160  -0.6429
C -1.03388 -2.10464 -1.10322  0.0343
C -0.81943 -3.18285 -0.25527  -0.2455
C -1.31951 -3.16847 1.03460  -0.1773
C -2.01058 -2.06940 1.50431  -0.2962
C -2.22050 -0.97655 0.66650  0.3797
O -2.83051 0.10462 1.25392  -0.5192
C -3.13411 1.23523 0.47383  -0.1650
C -1.99882 1.93618 -0.27993  0.6584
O -2.22731 2.38894 -1.38853  -0.6330
N -0.79975 2.10633 0.31827  -0.4374
C -0.34537 1.60047 1.59223  -0.2311
C 0.68808 0.49172 1.37601  -0.2516
N 1.77491 0.96349 0.52702  -0.6705
S 2.89014 -0.28422 0.26874  2.3015
C 4.39381 0.64661 -0.11636  -0.8673
O 3.08657 -0.96254 1.51172  -0.9391
O 2.51131 -1.06226 -0.87728  -0.9538
C 1.29225 1.49170 -0.73653  -0.2448
C 0.29881 2.62111 -0.47284  -0.2354
C -1.75902 -1.01160 -0.64272  -0.3581
H 0.63950 -1.87993 -2.37691  0.2450
H -0.53908 -3.05442 -2.95858  0.2192
H -0.88066 -1.32098 -3.09573  0.2134
H -0.25049 -4.02957 -0.60698  0.2141
H -1.15617 -4.01303 1.68677  0.2161
H -2.38356 -2.02671 2.51507  0.2211
H -3.89179 0.99398 -0.28416  0.2128
H -3.57079 1.95369 1.17648  0.2190
H -1.17646 1.21737 2.18017  0.2441
H 0.12492 2.43085 2.13161  0.1982
H 1.13391 0.18842 2.32311  0.2384
H 0.20673 -0.38266 0.92208  0.2061
H 5.23213 -0.01764 0.05143  0.2569
H 4.43085 1.48592 0.56403  0.2484
H 4.36414 0.96497 -1.14908  0.2401
H 2.15089 1.86656 -1.29410  0.2088
H 0.80944 0.69976 -1.32443  0.2079
H -0.10604 3.00344 -1.41085  0.2584
H 0.78811 3.42824 0.07991  0.1972
H -1.93462 -0.18407 -1.31269  0.2289

Each structure's energy above the most stable one, in kJ/mol: *P* 150.4; *Q* 0.0.